Below is a single C3H4N2O molecule, with properties calculated with wB97M-V/def2-TZVPD.

Its relative energy (zero: lowest compared OMol25 entry of this formula, charge and spin) is 455.4 kJ/mol. As for the HOMO energy: -7.93 eV. As for the LUMO energy: 0.034 eV. The molar mass comes out at 84.078 g/mol. As for the total energy: -8199.166 eV. The frontier orbital gap comes out at 7.960 eV.

Structure (ORCA input):
```
! RIJCOSX wB97M-V def2-TZVPD def2/J DEFGRID3
* xyz 0 1
N 1.59611 0.21035 0.12300
C 0.17126 -0.00403 0.00305
C -0.55099 0.96737 0.58518
N -1.88735 0.52570 0.31822
C -1.78641 -0.57101 -0.34153
O -0.51000 -1.01374 -0.60752
H 2.13188 -0.44777 0.69729
H 2.11651 0.41944 -0.73439
H 1.30143 1.11437 0.67226
H -2.58243 -1.20068 -0.71555
*
```

Below is a molecular structure, C22H21F6HfO2, with properties calculated with wB97M-V/def2-TZVPD.

Its relative energy (zero: lowest compared OMol25 entry of this formula, charge and spin) is 0.0 kJ/mol. As for the HOMO energy: -11.51 eV. As for the LUMO energy: -4.406 eV. The molar mass comes out at 609.886 g/mol. As for the total energy: -44855.125 eV. The frontier orbital gap comes out at 7.099 eV.

Structure (ORCA input):
```
! RIJCOSX wB97M-V def2-TZVPD def2/J DEFGRID3
* xyz 1 1
C -2.11519 0.44553 2.10812
C -1.24237 -0.49964 2.73018
C 0.09765 -0.13888 2.40806
H -1.55276 -1.31868 3.37809
C 0.04233 1.03365 1.57995
C -1.32809 1.37921 1.37384
H -1.69573 2.29850 0.92487
H -3.16829 0.54485 2.29423
H 0.99059 -0.59313 2.83042
H 0.89466 1.63826 1.29182
C -0.41248 -1.04020 -2.21766
C -1.83085 -1.11756 -2.08689
C -2.31235 0.15043 -1.63615
H -2.44942 -1.96420 -2.37263
C -1.19061 1.01467 -1.46742
C -0.01265 0.28346 -1.84168
H 0.98328 0.70601 -1.97910
H 0.22156 -1.83882 -2.62359
H -3.36507 0.44621 -1.59583
H -1.24201 2.09040 -1.26855
Hf -0.98839 -0.66305 0.22501
O 2.19778 0.56969 -0.14116
C 3.29951 -0.14780 0.34702
C 3.58147 1.32643 0.41185
H 3.18709 -0.59349 1.33074
H 3.80920 -0.73287 -0.43536
H 3.37797 1.85934 1.35676
H 5.08238 3.39916 0.99511
C 5.30180 3.04740 -0.01725
C 4.50225 1.97672 -0.50027
C 4.76409 1.47189 -1.79792
H 4.16479 0.65220 -2.19758
C 5.82319 1.99010 -2.55044
H 6.02730 1.57481 -3.53962
C 6.62298 3.02265 -2.04058
H 7.47008 3.39639 -2.62185
C 6.35796 3.56072 -0.76835
H 6.97114 4.36609 -0.35545
C -3.84388 -3.37196 1.68613
C -3.91066 -2.23602 0.70544
O -2.63775 -1.59994 0.50102
C -4.45649 -2.76200 -0.66697
F -5.59577 -3.50019 -0.55275
F -4.71127 -1.75141 -1.53955
F -3.50164 -3.56825 -1.23322
C -4.94350 -1.20882 1.28946
F -6.19624 -1.73147 1.40054
F -4.55420 -0.86578 2.56541
F -5.02009 -0.07271 0.55888
H -3.23327 -4.17660 1.26122
H -4.86029 -3.73978 1.87460
H -3.39975 -3.01154 2.61902
*
```

Below is a single C3H9NOS molecule, with properties calculated with wB97M-V/def2-TZVPD.

Its relative energy (zero: lowest compared OMol25 entry of this formula, charge and spin) is 152.5 kJ/mol. As for the HOMO energy: -8.97 eV. As for the LUMO energy: 0.886 eV. The molar mass comes out at 107.178 g/mol. As for the total energy: -17628.625 eV. The frontier orbital gap comes out at 9.854 eV. The SMILES is N[C@H](CO)CS.

Structure (ORCA input):
```
! RIJCOSX wB97M-V def2-TZVPD def2/J DEFGRID3
* xyz 0 1
C -0.09809 0.53567 -0.14528
C 0.03238 -0.65087 -1.11947
C 0.06678 0.23859 1.33088
H -2.08693 0.58787 -1.14981
H -1.60950 2.00639 -0.32998
H 0.63291 1.31062 -0.42580
H 0.02169 -0.20418 -2.09669
H -0.89063 -1.29041 -1.02135
H 1.03491 -1.78269 -0.05435
H -0.37954 1.05481 1.99728
H -0.40004 -0.71307 1.54052
H 2.21296 -0.74641 0.85600
N -1.56872 0.96889 -0.33814
O 1.26508 -1.29150 -0.84492
S 1.76673 -0.02372 1.80110
*
```

Below is a molecular structure, C5H14N2, with properties calculated with wB97M-V/def2-TZVPD.

Its relative energy (zero: lowest compared OMol25 entry of this formula, charge and spin) is 484.8 kJ/mol. As for the HOMO energy: -8.61 eV. As for the LUMO energy: 0.972 eV. The molar mass comes out at 102.181 g/mol. As for the total energy: -8387.595 eV. The frontier orbital gap comes out at 9.585 eV.

Structure (ORCA input):
```
! RIJCOSX wB97M-V def2-TZVPD def2/J DEFGRID3
* xyz 0 1
N 0.07163 1.51256 -0.29420
C 0.38544 0.13800 0.26595
C -0.40507 -0.93655 -0.63159
C -1.77199 -0.27734 -0.88854
C -2.56638 -0.13421 0.43794
C 1.99204 -0.33830 0.56849
N 2.96326 0.67164 0.42256
H 0.63894 2.23373 0.30414
H 0.82488 0.63134 -0.81878
H 0.03897 0.15810 1.33087
H -0.39192 -1.94363 -0.15958
H 0.13938 -0.99992 -1.59246
H -1.88382 0.66862 -1.39739
H -2.36531 -1.02823 -1.45107
H -3.59977 -0.00554 0.11659
H -2.34519 0.63772 1.15918
H -2.52867 -1.12215 0.89642
H 2.09596 -1.17490 -0.17606
H 1.95767 -0.72987 1.60285
H 2.74628 1.42834 -0.21645
H 4.00368 0.61058 0.52113
*
```

Below is a molecular structure, C22H43N2P3SYb, with properties calculated with wB97M-V/def2-TZVPD.

As for the HOMO energy (spin up / spin down): -15.61 / -15.61 eV. As for the LUMO energy (spin up / spin down): -8.094 / -11.504 eV. The molar mass comes out at 633.629 g/mol. As for the total energy: -96698.636 eV. The frontier orbital gap (spin up / spin down) comes out at 7.513 / 4.103 eV.

Structure (ORCA input):
```
! RIJCOSX wB97M-V def2-TZVPD def2/J DEFGRID3
* xyz 3 2
Yb -0.70387 0.97144 0.51633
P 1.46400 0.65800 2.36644
P 0.50260 3.36087 0.15271
P -0.68582 -1.68708 0.53523
H 0.97045 1.38060 -1.93740
C 0.18022 0.62938 -1.90164
C -1.13857 0.93961 -1.88403
H -1.50475 1.96985 -1.95286
C 3.13017 0.22764 1.74550
C 1.79168 2.10764 3.42955
C 1.20020 -0.60955 3.65679
C -0.15914 4.14697 -1.34997
C 0.16840 4.63750 1.39915
C 2.29491 3.40706 -0.13117
C -1.67950 -2.25283 -0.87512
C -1.53369 -2.43381 1.94811
C 0.89561 -2.54745 0.35687
H 0.56211 -0.38678 -1.79780
H -1.92393 0.19788 -1.70052
H 3.85519 0.12604 2.55909
H 3.49184 0.98628 1.04892
H 3.09805 -0.71246 1.19086
H 2.53070 1.87860 4.20478
H 0.86329 2.40534 3.92547
H 2.13687 2.97633 2.86755
H 2.00436 -0.59557 4.39956
H 1.12717 -1.61722 3.24507
H 0.26173 -0.42099 4.18641
H 0.27729 5.13876 -1.49272
H -1.24806 4.26173 -1.30087
H 0.04841 3.52617 -2.22444
H 0.84196 5.48852 1.26898
H 0.30929 4.22653 2.40201
H -0.86912 4.98202 1.34599
H 2.57624 4.39147 -0.51103
H 2.56706 2.65389 -0.87591
H 2.87767 3.17999 0.76304
H -1.78025 -3.34069 -0.87828
H -1.24059 -1.92601 -1.82137
H -2.67674 -1.79883 -0.82441
H -1.54868 -3.52004 1.84072
H -2.56055 -2.05573 2.01197
H -1.04752 -2.16696 2.89076
H 0.71655 -3.61006 0.18141
H 1.53695 -2.41212 1.22927
H 1.43979 -2.13885 -0.49990
C 1.14369 -4.71831 -4.27095
C 2.40197 -5.24342 -4.62929
C 2.78909 -5.26484 -5.96861
C 1.92785 -4.77379 -6.95872
C 0.67220 -4.26060 -6.60973
C 0.27690 -4.23612 -5.27352
S 0.63044 -4.64003 -2.60499
H 1.72288 -5.17644 -2.01405
H 3.04157 -5.61638 -3.83206
H 3.76378 -5.66350 -6.24457
H 2.23547 -4.79131 -8.00719
H -0.00347 -3.87760 -7.37220
H -0.69341 -3.84664 -4.96740
N -3.00936 3.22259 0.70380
C -3.17185 2.51522 1.86492
C -4.13716 2.88368 2.82185
C -4.19637 2.13546 4.00662
C -3.28798 1.07885 4.21374
C -2.34980 0.82050 3.23561
N -2.30560 1.50859 2.08456
H -2.56990 2.76872 -0.12300
H -3.67050 3.94584 0.48134
H -4.79157 3.74619 2.56576
H -4.95373 2.37110 4.76351
H -3.30276 0.45539 5.10552
H -1.58237 0.03381 3.31994
*
```

Below is 3 unconnected molecules or ions with the total composition C4H13NO2, with properties calculated with wB97M-V/def2-TZVPD.

Its relative energy (zero: lowest compared OMol25 entry of this formula, charge and spin) is 63.6 kJ/mol. As for the HOMO energy: -9.57 eV. As for the LUMO energy: 0.960 eV. The molar mass comes out at 107.153 g/mol. As for the total energy: -9943.538 eV. The frontier orbital gap comes out at 10.532 eV. The SMILES is C/C=C/CN.O.O.

Structure (ORCA input):
```
! RIJCOSX wB97M-V def2-TZVPD def2/J DEFGRID3
* xyz 0 1
N -1.38640 1.02547 0.52848
C -1.09838 0.08087 1.61290
C 2.29692 -1.66212 0.86319
C 1.22480 -0.72533 1.33238
C -0.06871 -0.95134 1.21432
H -1.90917 0.62881 -0.25198
H -1.96900 1.78864 0.85459
H -2.01141 -0.41507 1.98105
H -0.66297 0.65339 2.42518
H 1.87205 -2.54214 0.39573
H 2.94137 -1.11122 0.18671
H 2.88091 -2.05916 1.69760
H 1.58973 0.17664 1.82239
H -0.41455 -1.80466 0.64069
H 0.02828 1.16389 -0.75901
H 1.05592 1.69496 -1.74228
O 0.41777 0.97653 -1.63849
H -1.09755 1.17945 -3.13114
H -1.76260 0.67293 -4.39937
O -1.92701 1.22944 -3.63296
*
```